(1)
CH2F2IN3 | ωB97M-V/def2-TZVPD

Summary:
Gap between HOMO and LUMO (alpha / beta) (eV): 7.928 / 7.929
LUMO level (alpha / beta) (eV): -1.0 / -1.0
Largest force on an atom (eV/A): 4.09
Energy relative to the best compared isomer or geometry (same formula, charge and spin) (kcal per mole): 57.7

```
! wB97M-V def2-TZVPD RIJCOSX def2/J DEFGRID3
* xyz 0 1
I -0.2069 2.6997 -2.0005
F 2.0918 -0.3112 -1.8243
F 1.3791 -1.8617 0.4344
N 1.2396 0.2998 1.3313
N -0.0201 0.4432 -2.1394
N 0.7425 -0.2664 -1.2592
C 1.2021 -0.5816 0.5180
H 1.3386 0.1762 2.3377
H -0.8161 -0.1783 -2.1664
*
```

(2)
H16O8 | ωB97M-V/def2-TZVPD

Summary:
Gap between HOMO and LUMO (eV): 10.549
SMILES: O.O.O.O.O.O.O.O
LUMO level (eV): 0.1
Largest force on an atom (eV/A): 5.61
Energy relative to the best compared isomer or geometry (same formula, charge and spin) (kcal per mole): 100.3

```
! wB97M-V def2-TZVPD RIJCOSX def2/J DEFGRID3
* xyz 0 1
O 2.2805 -1.8858 2.7497
O 0.5701 0.3746 -0.4341
O -2.1598 -1.1363 2.2077
O 0.5555 -2.6536 -2.4500
O 4.2472 1.3124 -1.4731
O -1.5704 -0.3580 -0.8056
O 0.5357 3.5059 1.1896
O -4.8584 1.0018 -0.9066
H -1.3476 -1.4316 2.6223
H -2.0479 -0.3234 1.8751
H 0.4084 3.2167 2.1276
H 3.6649 1.9981 -1.8044
H -5.2308 0.2201 -0.6036
H 1.1586 -0.3687 -0.7278
H 2.4149 -1.3208 3.6165
H 1.4112 -2.6782 -2.6652
H 0.4434 0.6724 -1.3071
H 0.3120 2.7757 0.6123
H -4.0226 0.8033 -1.3738
H -1.5824 0.5275 -1.2101
H -0.7528 -0.7804 -0.9462
H 0.4291 -3.5523 -2.0962
H 5.1465 1.5974 -1.7453
H 2.7927 -2.6433 3.0055
*
```

(3)
CH2ClNO2S2 | ωB97M-V/def2-TZVPD

Summary:
Gap between HOMO and LUMO (eV): 8.884
LUMO level (eV): -1.1
Largest force on an atom (eV/A): 3.76
Energy relative to the best compared isomer or geometry (same formula, charge and spin) (kcal per mole): 10.2

```
! wB97M-V def2-TZVPD RIJCOSX def2/J DEFGRID3
* xyz 0 1
Cl -0.8035 2.7695 1.1783
S 2.5535 -2.2530 0.0651
S 2.4891 0.3717 0.2864
O 1.1573 0.7219 -0.0436
O 3.6245 0.8969 -0.4685
N -0.1296 -2.6638 -0.2012
C 1.0512 -2.6559 -0.0084
H -0.9556 -2.9450 0.2247
H 0.2384 2.0564 0.7661
*
```

(4)
C6H15NOS3 | ωB97M-V/def2-TZVPD

Summary:
Gap between HOMO and LUMO (eV): 8.991
SMILES: CCN(CC)C(=S)SO.CS
LUMO level (eV): 0.4
Largest force on an atom (eV/A): 3.83
Energy relative to the best compared isomer or geometry (same formula, charge and spin) (kcal per mole): 42.5

```
! wB97M-V def2-TZVPD RIJCOSX def2/J DEFGRID3
* xyz 0 1
S 0.9483 0.9758 1.7849
S 3.4563 -1.2241 -0.4833
S 0.0168 2.2356 -0.8471
O 1.8828 2.1623 1.3606
N -1.0666 -0.0638 0.3382
C -3.2925 1.2241 -0.0885
C -0.1358 -2.2026 0.9593
C -1.2496 -1.1443 1.2831
C -2.1634 0.2885 -0.6248
C 3.9003 -0.1315 -1.8262
C -0.1784 0.9063 0.4596
H -2.6474 -0.6203 -0.8521
H 4.9818 0.1443 -1.7485
H 0.8010 -1.9028 1.3297
H -1.7344 0.7825 -1.5130
H -0.3862 -3.1809 1.4158
H 3.7340 -0.3361 -2.8729
H -2.2555 -1.6606 1.2169
H 2.0800 -0.7612 -0.2011
H 3.3545 0.8343 -1.6899
H 0.0121 -2.3798 -0.0238
H -3.8789 0.8980 0.6659
H -3.9678 1.3725 -0.8446
H 1.6735 2.5219 0.4391
H -1.0376 -0.8912 2.2996
H -2.8474 2.1531 0.0629
*
```

(5)
C51H62N9O7S | ωB97M-V/def2-TZVPD

Summary:
Gap between HOMO and LUMO (eV): 7.452
LUMO level (eV): -3.4
Largest force on an atom (eV/A): 0.75

```
! wB97M-V def2-TZVPD RIJCOSX def2/J DEFGRID3
* xyz 1 1
S -0.2077 1.5185 6.9008
O -2.6091 1.8725 4.2019
O -0.7021 0.6007 5.9109
O -3.5099 3.1524 5.8023
O -6.2398 -1.0102 0.6336
O -0.5602 1.3526 8.2749
O -3.3321 0.2348 1.6925
O -0.6632 2.9712 6.4337
N -1.6980 -1.3097 2.1397
N 5.2500 -6.0166 -0.5076
N -2.6037 -5.3217 0.3043
N -7.2479 3.5403 -1.2017
N 6.9836 -0.6870 -7.4433
N -8.7872 5.6880 -4.2723
N 5.9954 -1.3424 -1.3924
N 4.4388 1.9348 1.8684
N -0.4743 -1.7225 2.4659
C -9.7829 6.5236 -3.9853
C 5.9103 -8.6138 -1.2752
C 4.5096 -7.0586 -0.1393
C 0.3821 -0.7782 2.7299
C -3.6850 -0.4648 5.3710
C -8.4895 5.5115 -5.5574
C -6.7331 4.7445 -1.4438
C 6.3201 -6.2685 -1.2556
C -2.8426 -6.0792 -0.7647
C -4.6878 -2.8701 0.3321
C 6.6816 2.5536 1.3029
C 8.1268 -0.7674 -8.1214
C 2.0487 2.2005 5.4137
C 6.4585 1.2908 -8.6881
C 6.1119 0.2482 1.5174
C 7.6524 1.1946 -9.3848
C -4.9019 4.3836 0.0415
C -1.1619 0.9950 2.2734
C -2.6810 2.8219 3.1425
C 8.5066 0.1429 -9.0959
C -0.6122 -6.9099 -0.8225
C 6.6886 -2.7166 -3.2274
C -3.4753 2.1000 5.2478
C 6.9138 -1.5968 -4.0129
C -1.3734 -5.3586 0.8148
C 0.0923 0.6185 2.6810
C -0.3475 -6.1290 0.2919
C -9.1552 6.1483 -6.5937
C 2.0308 1.1803 4.2613
C -4.3396 0.9128 5.5665
C 7.0602 1.2225 1.2508
C -10.1897 7.0150 -6.2797
C -5.5659 5.2092 -0.8492
C 6.2196 -0.2746 -2.1555
C -2.0822 -0.0377 2.0143
C -4.9450 -1.5068 0.9807
C -6.6026 2.7559 -0.3439
C 4.8212 0.6570 1.8135
C 6.6936 -7.5402 -1.6648
C -1.8874 -6.8865 -1.3620
C 1.1463 1.6211 3.0636
C 4.7930 -8.3689 -0.4926
C 1.5559 1.5763 6.7265
C 6.2321 -2.5388 -1.9299
C 5.3678 2.8571 1.6187
C 6.1731 0.3291 -7.7310
C 6.6736 -0.3472 -3.4638
C -3.9224 -0.4478 0.5473
C -5.4328 3.1295 0.3012
C -10.5126 7.2070 -4.9462
C -1.6482 2.4047 2.0808
H -8.8681 5.9662 -7.6201
H 6.8636 -3.7123 -3.6128
H 1.6653 0.2346 4.6556
H 7.5773 -7.6812 -2.2714
H -6.8101 -1.0108 1.4062
H 6.0233 0.6877 -1.6920
H 1.4731 3.0849 5.1492
H -3.1443 -0.8704 -0.0866
H 0.1607 -7.5252 -1.2636
H 8.0781 0.9470 1.0087
H 4.1553 -9.1765 -0.1587
H -2.1408 -7.4803 -2.2289
H 0.0400 3.6151 6.5919
H -7.0414 1.7792 -0.1657
H -4.3411 -1.1299 4.8087
H -3.6836 2.8333 2.7128
H 7.9119 1.9254 -10.1395
H 1.8633 0.5326 6.7934
H -2.1335 2.4430 1.1021
H -5.1925 6.1964 -1.0837
H 3.0706 2.5280 5.6054
H 9.4487 0.0267 -9.6134
H 5.0396 3.8891 1.6702
H 4.0523 -0.0829 2.0191
H -4.6626 1.0483 6.5974
H 6.1674 -9.6222 -1.5713
H 0.6286 2.5284 3.3741
H 5.7598 2.0931 -8.8809
H -4.9086 -1.6078 2.0689
H -7.2822 5.3599 -2.1485
H -4.4613 0.3123 -0.0149
H 6.9174 -5.4064 -1.5315
H -5.6173 -3.2504 -0.0887
H 5.2482 0.3722 -7.1658
H -11.3132 7.8718 -4.6527
H -0.8090 3.0930 2.0279
H -1.1950 -4.7393 1.6887
H 1.3670 -1.1228 3.0068
H 8.7698 -1.6044 -7.8716
H 1.7904 1.8536 2.2109
H -10.0077 6.6501 -2.9317
H -7.6778 4.8230 -5.7657
H 1.9538 2.0821 7.6079
H 0.6321 -6.1134 0.7494
H -5.2374 1.0132 4.9506
H -4.3413 -3.6070 1.0552
H -2.7429 -0.3738 4.8358
H -4.9530 2.4474 0.9936
H -10.7347 7.5302 -7.0597
H -3.4784 -0.9297 6.3324
H -3.9900 4.7141 0.5249
H -3.9540 -2.8278 -0.4711
H 6.8350 0.5544 -4.0394
H 3.6468 -6.8302 0.4753
H -2.4501 3.8152 3.5262
H 7.3895 3.3463 1.1043
H -3.8509 -6.0352 -1.1621
H 7.2633 -1.6864 -5.0336
H -2.3627 -2.0570 1.9696
H 6.3619 -0.8014 1.4849
H 6.0443 -3.3895 -1.2832
H 3.0416 1.0254 3.8905
*
```

(6)
C4H10FPS | ωB97M-V/def2-TZVPD

Summary:
Gap between HOMO and LUMO (eV): 9.207
LUMO level (eV): 0.8
Largest force on an atom (eV/A): 4.12
Energy relative to the best compared isomer or geometry (same formula, charge and spin) (kcal per mole): 111.0

```
! wB97M-V def2-TZVPD RIJCOSX def2/J DEFGRID3
* xyz 0 1
S -1.9983 -0.6652 -0.9077
P 0.4590 0.1801 -0.0232
F 1.5765 2.0103 -1.5109
C -0.8190 0.6816 -1.2201
C 1.4269 1.8984 -0.1725
C -0.8886 -1.8236 1.4065
C -0.5213 -1.4612 0.0191
H 0.0771 -2.1075 1.8269
H 1.5017 -0.2297 -0.8180
H 2.4879 1.8067 0.1854
H 0.2945 0.2257 1.3340
H -0.2987 0.5760 -2.2094
H -1.6143 -2.5845 1.4765
H -0.1447 -2.1314 -0.6317
H 0.8798 2.7081 0.4984
H -1.1802 1.8184 -1.0906
H -1.2383 -0.9022 1.8374
*
```

Please write out number 1 again, unchanged.
CH2F2IN3 | ωB97M-V/def2-TZVPD

Summary:
Gap between HOMO and LUMO (alpha / beta) (eV): 7.928 / 7.929
LUMO level (alpha / beta) (eV): -1.0 / -1.0
Largest force on an atom (eV/A): 4.09
Energy relative to the best compared isomer or geometry (same formula, charge and spin) (kcal per mole): 57.7

```
! wB97M-V def2-TZVPD RIJCOSX def2/J DEFGRID3
* xyz 0 1
I -0.2069 2.6997 -2.0005
F 2.0918 -0.3112 -1.8243
F 1.3791 -1.8617 0.4344
N 1.2396 0.2998 1.3313
N -0.0201 0.4432 -2.1394
N 0.7425 -0.2664 -1.2592
C 1.2021 -0.5816 0.5180
H 1.3386 0.1762 2.3377
H -0.8161 -0.1783 -2.1664
*
```

- Which value of largest force on an atom does entry 5 give?
  0.75 eV/A

- Which value of largest force on an atom does entry 5 give?
  0.75 eV/A